{"formula": "C43H50BrCl2F6LaN6O4PSi4", "method": "the ωB97M-V functional and the def2-TZVPD basis", "elements": ["La", "Br", "Cl", "Cl", "P", "Si", "Si", "Si", "Si", "F", "F", "F", "F", "F", "F", "O", "O", "O", "O", "N", "N", "N", "N", "N", "N", "C", "C", "C", "C", "C", "C", "C", "C", "C", "C", "C", "C", "C", "C", "C", "C", "C", "C", "C", "C", "C", "C", "C", "C", "C", "C", "C", "C", "C", "C", "C", "C", "C", "C", "C", "C", "C", "C", "C", "C", "C", "C", "C", "H", "H", "H", "H", "H", "H", "H", "H", "H", "H", "H", "H", "H", "H", "H", "H", "H", "H", "H", "H", "H", "H", "H", "H", "H", "H", "H", "H", "H", "H", "H", "H", "H", "H", "H", "H", "H", "H", "H", "H", "H", "H", "H", "H", "H", "H", "H", "H", "H", "H"], "coordinates": [[0.097, 0.028, 0.428], [0.710, 3.716, 0.149], [6.376, -1.171, 3.270], [4.372, -1.061, 5.782], [-5.139, -0.231, 1.179], [-2.093, -3.256, -0.619], [0.845, -3.833, -0.075], [-0.811, -2.243, 5.313], [-0.037, -2.741, -2.745], [-6.233, 0.782, 1.593], [-3.813, 0.190, 1.854], [-5.821, -1.302, 0.261], [-4.698, 0.522, -0.122], [-1.971, 0.057, -0.255], [-5.388, -1.224, 2.393], [-2.844, 0.715, -4.200], [0.517, 1.930, 4.803], [4.618, 1.983, -0.155], [-1.344, -0.206, -2.706], [1.752, 1.329, -2.166], [-1.413, 2.084, 1.822], [-0.915, 2.316, -1.595], [2.619, 0.995, 0.484], [1.004, 1.272, 2.622], [2.599, -1.786, -0.729], [-1.912, 2.197, -2.550], [-2.144, 1.000, -3.258], [1.324, -5.404, -1.043], [3.921, -0.397, 4.228], [-1.391, -0.870, 6.441], [3.117, 0.610, 1.749], [2.256, 0.718, 2.865], [-0.494, -1.670, 3.643], [-0.355, -2.765, -0.953], [2.082, 2.384, -4.301], [4.784, -0.452, 3.145], [3.799, -1.318, -1.084], [-2.559, 2.595, 1.374], [-3.350, -2.527, -1.823], [-1.457, 4.659, -1.390], [-0.269, -1.316, 2.490], [-1.914, 2.964, 3.980], [-1.086, 2.275, 3.101], [0.550, -4.490, 1.651], [-2.732, 3.308, -2.905], [-2.134, -3.570, 5.301], [3.443, 1.607, -0.343], [-2.788, -2.859, 1.072], [1.706, -2.549, -3.442], [-3.097, 3.500, 3.507], [-0.896, -1.244, -3.658], [-2.505, 4.518, -2.317], [2.541, -2.954, -0.070], [0.260, 1.770, 3.597], [3.674, 2.695, -2.565], [-0.726, 3.516, -1.095], [2.682, 0.199, 4.093], [2.895, 1.878, -1.744], [0.732, -2.978, 6.069], [4.945, -3.065, 0.056], [4.992, -1.918, -0.728], [1.373, 1.593, -3.420], [4.387, 0.065, 1.926], [-0.705, -4.185, -3.771], [-2.340, -5.140, -0.750], [3.267, 2.953, -3.856], [-3.425, 3.325, 2.169], [3.709, -3.598, 0.361], [0.506, -3.679, 2.377], [3.810, -0.425, -1.695], [-2.355, -3.914, 6.317], [-1.585, 3.062, 5.005], [2.024, -6.021, -0.471], [3.631, -4.525, 0.918], [-0.191, -5.111, -3.494], [-2.337, -0.444, 6.095], [1.803, -5.154, -1.996], [4.585, 3.092, -2.142], [-3.058, -3.189, 4.857], [5.071, 0.039, 1.095], [0.548, -3.293, 7.101], [5.857, -3.531, 0.411], [-3.516, 3.152, -3.633], [-0.548, -4.016, -4.842], [-2.512, -1.854, 1.389], [2.424, -3.228, -2.977], [-3.377, -5.423, -0.533], [0.440, -6.011, -1.267], [-2.420, -3.536, 1.849], [-3.880, -2.952, 1.034], [1.367, -5.168, 1.915], [-3.133, -2.749, -2.870], [5.930, -1.473, -1.033], [-1.812, -1.538, -4.163], [2.081, -1.535, -3.291], [-3.125, 5.372, -2.563], [-1.221, 5.598, -0.915], [-0.240, -0.776, -4.396], [-0.655, -0.061, 6.466], [1.706, 2.546, -5.303], [-4.343, -2.934, -1.599], [-2.793, 2.391, 0.334], [-4.340, 3.721, 1.748], [-3.755, 4.054, 4.168], [-2.086, -5.511, -1.748], [-1.773, -4.345, -3.605], [-1.696, -5.665, -0.037], [0.435, 1.165, -3.751], [-0.391, -5.048, 1.719], [-3.396, -1.439, -1.709], [2.020, 0.263, 4.942], [-1.531, -1.249, 7.459], [-0.630, 0.111, -2.128], [-1.811, -4.431, 4.708], [3.860, 3.582, -4.510], [1.686, -2.761, -4.517], [1.079, -3.844, 5.498], [1.543, -2.244, 6.073]], "forces_ev_per_angstrom": [[1.474, 0.788, 0.220], [-0.109, 0.028, -0.211], [-0.072, 0.034, 0.011], [0.003, 0.040, -0.069], [0.092, -0.021, 0.200], [-0.185, -0.119, -0.025], [0.260, 0.084, -0.341], [-0.067, -0.094, 0.321], [-0.040, 0.194, -0.013], [-0.004, -0.037, -0.005], [-0.087, -0.179, 0.044], [0.053, -0.122, -0.051], [-0.108, 0.220, -0.123], [-0.705, -0.001, -0.120], [-0.131, 0.092, 0.060], [-0.092, -0.042, 0.010], [-0.030, -0.046, -0.001], [-0.048, 0.002, -0.001], [0.240, 0.251, -0.500], [0.114, -0.140, -0.009], [-0.143, -0.261, -0.010], [-0.224, 0.013, -0.058], [0.044, -0.030, 0.210], [0.034, -0.216, -0.278], [0.227, -0.008, -0.025], [0.062, -0.127, 0.041], [-0.010, 0.137, 0.058], [-0.031, -0.104, -0.142], [0.046, 0.022, 0.029], [-0.007, 0.223, 0.016], [0.056, 0.078, -0.139], [-0.003, -0.025, 0.076], [0.040, 0.121, -0.347], [0.136, 0.057, -0.004], [0.042, 0.024, -0.027], [0.003, -0.031, 0.015], [-0.067, -0.115, 0.122], [0.068, -0.026, -0.125], [-0.042, 0.168, -0.103], [-0.043, 0.017, -0.018], [-0.142, -0.479, 0.794], [-0.032, 0.035, 0.015], [0.089, 0.056, -0.043], [-0.335, 0.069, 0.185], [-0.013, -0.030, -0.023], [-0.150, -0.141, -0.063], [0.100, -0.011, -0.059], [0.038, 0.076, 0.171], [0.219, -0.032, 0.117], [0.027, -0.008, -0.022], [-0.139, -0.135, 0.211], [-0.004, 0.004, -0.003], [-0.048, 0.014, 0.013], [-0.021, 0.023, 0.018], [0.018, 0.028, -0.034], [0.135, -0.046, -0.109], [-0.145, 0.031, 0.022], [-0.051, 0.013, 0.039], [0.224, -0.044, -0.002], [0.028, 0.040, -0.007], [0.010, -0.013, -0.024], [-0.027, -0.052, 0.063], [-0.035, -0.054, -0.034], [-0.183, -0.153, -0.021], [0.029, -0.140, -0.089], [-0.015, -0.007, 0.007], [-0.013, 0.033, 0.065], [-0.068, 0.035, 0.009], [0.006, -0.043, 0.004], [-0.012, 0.033, 0.047], [0.002, -0.003, -0.032], [-0.009, 0.001, 0.005], [-0.011, 0.026, -0.013], [0.001, 0.038, 0.016], [0.001, 0.054, -0.042], [0.033, -0.022, 0.008], [-0.025, -0.054, 0.043], [0.001, -0.009, 0.004], [0.037, -0.020, 0.016], [0.012, 0.019, -0.001], [0.012, -0.010, -0.018], [-0.001, -0.009, -0.022], [0.003, 0.033, 0.019], [0.017, 0.015, 0.038], [-0.102, -0.045, 0.016], [-0.003, 0.037, -0.074], [0.044, 0.045, -0.002], [0.046, 0.018, 0.047], [-0.006, 0.040, -0.021], [0.049, -0.075, 0.006], [-0.007, 0.008, -0.037], [-0.069, -0.012, 0.026], [-0.006, -0.010, 0.015], [-0.035, 0.012, 0.003], [-0.006, -0.030, -0.017], [0.007, -0.015, -0.012], [-0.009, -0.021, 0.013], [0.010, 0.058, 0.020], [-0.044, -0.017, -0.026], [-0.004, 0.001, 0.008], [0.058, -0.008, -0.003], [0.002, -0.068, 0.041], [0.022, 0.012, 0.000], [-0.005, -0.015, 0.002], [-0.047, -0.016, 0.083], [0.048, -0.005, -0.057], [-0.068, 0.004, -0.025], [0.001, -0.008, 0.019], [0.092, -0.005, 0.008], [0.011, -0.083, 0.006], [0.009, 0.011, -0.003], [-0.021, 0.009, -0.004], [-0.149, 0.100, -0.093], [-0.020, 0.036, 0.023], [-0.003, 0.013, 0.010], [-0.055, 0.027, 0.033], [-0.018, 0.036, 0.022], [-0.030, -0.048, 0.013]], "lowdin_spin": [0.00, -0.01, 0.00, 0.00, 0.00, 0.00, 0.00, 0.00, 0.00, 0.00, 0.00, 0.00, 0.00, 0.00, 0.00, 0.20, 0.00, 0.00, 0.02, 0.00, 0.00, 0.15, 0.00, 0.00, 0.00, 0.11, 0.19, 0.00, 0.00, 0.00, 0.00, 0.00, 0.00, 0.00, 0.00, 0.00, 0.00, 0.00, 0.00, 0.16, 0.00, 0.00, 0.00, 0.00, 0.09, 0.00, 0.00, 0.00, 0.00, 0.00, 0.00, 0.04, 0.00, 0.00, 0.00, 0.00, 0.00, 0.00, 0.00, 0.00, 0.00, 0.00, 0.00, 0.00, 0.00, 0.00, 0.00, 0.00, 0.00, 0.00, 0.00, 0.00, 0.00, 0.00, 0.00, 0.00, 0.00, 0.00, 0.00, 0.00, 0.00, 0.00, 0.01, 0.00, 0.00, 0.00, 0.00, 0.00, 0.00, 0.00, 0.00, 0.00, 0.00, 0.00, 0.00, 0.00, 0.01, 0.00, 0.00, 0.00, 0.00, 0.00, 0.00, 0.00, 0.00, 0.00, 0.00, 0.00, 0.00, 0.00, 0.00, 0.00, 0.00, 0.00, 0.00, 0.00, 0.00, 0.00], "lumo_ev": [3.98, 3.97], "s_squared": 0.77, "orbital_gap_ev": [5.830, 6.383], "spin_multiplicity": 2, "total_charge": -2}